This record from the OMol25 dataset describes a structure of composition C44H60BCaIN8O3 in a non-equilibrium geometry. The level of theory is ωB97M-V/def2-TZVPD.

Geometry as XYZ:
```
118
Properties=species:S:1:pos:R:3:forces:R:3:lowdin_charge:R:1
Ca -0.246 -0.103 -0.361 0.3058 0.2485 0.1464 1.423
C -3.485 -0.359 4.277 -0.0075 0.0069 0.0614 -0.070
C -2.430 0.165 3.305 -0.1086 -0.0345 -0.1995 -0.361
C -1.325 0.910 4.042 0.1396 0.0511 0.1206 -0.063
C -1.870 -0.954 2.466 -0.2902 -0.0664 0.0804 -0.266
C -2.461 -2.198 2.145 -0.1233 0.2166 0.0985 0.044
C -1.555 -2.848 1.359 0.6309 -0.0879 -0.4677 -0.208
C -1.731 -4.215 0.756 -0.2886 0.1020 0.1431 -0.343
C -1.116 -5.286 1.652 0.1090 -0.1035 0.0107 -0.042
C -1.275 -4.329 -0.693 0.1040 -0.0545 -0.0943 -0.041
N -0.451 -2.038 1.195 0.2109 0.1968 0.6829 -0.021
N -0.686 -0.854 1.915 0.3589 -0.5297 -0.2233 0.017
B 1.144 -2.407 1.108 -0.1245 0.2794 0.1585 -0.483
N 1.588 -2.823 -0.307 0.0670 0.5782 -0.3668 0.017
N 1.218 -2.077 -1.409 -0.1383 -0.5115 0.5125 0.085
C 1.904 -2.573 -2.434 -0.0135 0.3357 -0.1305 -0.266
C 2.744 -3.607 -2.014 0.0534 -0.0944 -0.0316 0.037
C 2.540 -3.722 -0.659 -0.1307 0.0286 0.4281 -0.201
C 3.361 -4.593 0.261 0.0511 -0.0755 -0.2999 -0.342
C 2.606 -5.630 1.086 -0.0973 -0.0800 0.0647 -0.061
C 4.288 -3.752 1.135 0.0026 0.1303 0.0900 -0.046
C 1.857 -1.963 -3.809 -0.1835 -0.1125 -0.0926 -0.371
C 2.156 -2.990 -4.897 0.1600 -0.0560 -0.0249 -0.060
C 2.813 -0.774 -3.903 0.0936 0.0827 0.0376 -0.048
N 1.933 -1.116 1.535 -0.4383 0.4656 -0.3213 0.033
N 1.936 -0.045 0.653 0.4364 -0.8324 0.3498 0.015
C 2.566 0.945 1.261 -0.0917 0.2608 -0.2231 -0.281
C 2.928 0.575 2.556 0.0144 0.0886 0.0096 0.028
C 2.479 -0.720 2.706 -0.0851 -0.5287 0.0807 -0.201
C 2.559 -1.481 4.014 -0.0872 0.3018 0.0406 -0.342
C 1.608 -2.651 4.235 -0.0637 -0.1457 0.0575 -0.064
C 3.996 -1.867 4.363 0.1065 -0.0548 -0.0207 -0.054
C 2.854 2.237 0.542 -0.0233 0.0384 0.1948 -0.366
C 2.073 2.387 -0.753 -0.1291 0.1381 -0.2718 -0.076
C 4.355 2.350 0.270 0.0925 -0.0086 -0.0699 -0.061
H -3.789 0.431 4.965 -0.0298 0.0143 -0.0336 0.078
H -3.092 -1.185 4.875 0.0503 0.0142 0.0088 0.086
H -4.377 -0.717 3.764 -0.0063 -0.0073 -0.0446 0.076
H -2.921 0.865 2.617 0.0510 -0.0440 0.1273 0.117
H -0.839 0.245 4.762 -0.0132 0.0039 0.0201 0.083
H -1.745 1.757 4.587 0.0004 0.0107 0.0157 0.080
H -0.553 1.282 3.369 -0.0603 -0.0638 -0.0366 0.055
H -3.438 -2.559 2.417 -0.0131 -0.0131 0.0296 0.115
H -2.816 -4.362 0.767 0.0524 -0.0592 -0.0195 0.137
H -0.039 -5.152 1.735 0.0513 0.0226 -0.0146 0.048
H -1.300 -6.282 1.245 -0.0169 -0.0023 -0.0148 0.084
H -1.533 -5.243 2.658 -0.0377 0.0109 0.0093 0.085
H -0.192 -4.258 -0.790 -0.0278 -0.0306 0.0241 0.064
H -1.718 -3.547 -1.312 -0.0540 0.0285 0.0264 0.072
H -1.584 -5.295 -1.096 -0.0153 -0.0076 -0.0019 0.086
H 1.384 -3.292 1.856 -0.0624 -0.0006 -0.1367 0.081
H 3.431 -4.192 -2.600 0.0051 0.0119 -0.0344 0.112
H 3.986 -5.150 -0.445 0.0342 -0.0317 0.1019 0.132
H 2.135 -5.187 1.961 -0.0175 0.0241 0.0130 0.047
H 3.306 -6.386 1.445 0.0191 -0.0087 -0.0071 0.082
H 1.835 -6.136 0.505 0.0088 0.0097 -0.0422 0.083
H 3.715 -3.051 1.742 -0.0067 -0.0537 -0.0531 0.045
H 4.986 -3.168 0.535 -0.0139 0.0067 -0.0388 0.092
H 4.864 -4.383 1.815 0.0214 -0.0714 -0.0442 0.085
H 0.835 -1.627 -4.004 0.0685 0.0146 0.0362 0.093
H 3.176 -3.369 -4.795 -0.0050 -0.0085 -0.0302 0.076
H 2.068 -2.542 -5.887 -0.0044 0.0466 0.0210 0.083
H 1.475 -3.839 -4.851 -0.0392 0.0100 0.0547 0.083
H 3.846 -1.108 -3.785 0.0005 -0.0184 -0.0096 0.090
H 2.629 -0.041 -3.114 -0.0112 -0.0083 0.0158 0.059
H 2.724 -0.272 -4.869 -0.0052 -0.0135 -0.0241 0.085
H 3.428 1.172 3.301 0.0179 0.0189 0.0198 0.118
H 2.258 -0.714 4.738 0.0425 -0.0644 0.0274 0.137
H 1.920 -3.550 3.705 0.0643 0.0389 0.0745 0.059
H 0.585 -2.424 3.932 0.0171 0.0591 -0.0129 0.075
H 1.602 -2.887 5.301 -0.0200 -0.0003 0.0180 0.084
H 4.394 -2.606 3.666 -0.0355 0.0134 0.0346 0.061
H 4.032 -2.300 5.364 0.0073 0.0013 0.0288 0.081
H 4.658 -1.001 4.343 -0.0049 0.0196 -0.0096 0.078
H 2.574 3.060 1.210 0.0067 -0.0214 0.0165 0.133
H 2.324 1.601 -1.466 0.0266 -0.0609 0.0412 0.063
H 2.302 3.342 -1.232 0.0849 -0.0161 0.0322 0.091
H 0.989 2.390 -0.616 -0.0068 -0.0604 0.1275 0.046
H 4.677 1.545 -0.395 -0.0163 -0.0103 -0.0086 0.087
H 4.942 2.275 1.185 -0.0341 0.0045 0.0411 0.076
H 4.589 3.301 -0.211 0.0010 0.0174 0.0034 0.078
O -0.105 0.442 -2.589 -0.1543 -0.0041 -0.2509 -0.163
C -1.313 0.741 -3.324 0.1089 0.1148 -0.0521 -0.272
C -2.449 0.835 -2.241 0.1954 -0.4319 0.2952 -0.581
O -3.408 1.562 -2.416 -0.2326 0.1286 -0.0223 0.065
O -2.267 0.063 -1.226 -0.3344 0.3344 -0.4855 -0.205
C -1.056 2.021 -4.116 -0.1490 0.0254 0.0037 -0.129
C -2.085 2.850 -4.561 0.0662 -0.0612 0.0024 -0.035
C -1.802 3.985 -5.307 -0.0007 0.0351 -0.0206 -0.072
C -0.494 4.314 -5.631 0.0172 -0.0517 0.0214 -0.092
C 0.535 3.494 -5.196 -0.0603 -0.0001 0.0168 -0.078
C 0.254 2.363 -4.443 0.0610 0.0195 -0.0346 -0.019
C -1.684 -0.458 -4.198 -0.0770 0.2641 -0.0325 -0.122
C -2.285 -0.297 -5.440 0.0575 -0.1801 -0.0639 0.001
C -2.649 -1.409 -6.189 0.0251 0.0141 0.0074 -0.068
C -2.423 -2.689 -5.706 0.0178 0.0439 0.0473 -0.081
C -1.836 -2.853 -4.459 -0.0130 0.0447 -0.0565 -0.064
C -1.477 -1.744 -3.709 -0.1133 -0.1749 0.1235 -0.051
H 0.473 -0.128 -3.111 -0.0396 0.0323 -0.0478 0.050
H -3.103 2.611 -4.297 -0.0381 0.0122 -0.0224 0.107
H -2.614 4.621 -5.633 -0.0233 -0.0005 -0.0059 0.103
H -0.277 5.199 -6.214 -0.0128 0.0237 -0.0084 0.100
H 1.562 3.736 -5.436 0.0216 -0.0030 0.0020 0.101
H 1.081 1.756 -4.101 0.0047 -0.0034 -0.0034 0.096
H -2.462 0.690 -5.839 0.0029 0.0653 0.0122 0.111
H -3.108 -1.267 -7.159 -0.0142 -0.0088 -0.0118 0.104
H -2.705 -3.551 -6.296 -0.0098 -0.0213 -0.0079 0.101
H -1.661 -3.844 -4.059 0.0077 -0.0240 -0.0060 0.105
H -1.028 -1.893 -2.734 -0.0634 0.0323 -0.0562 0.087
I -2.252 5.672 2.766 -0.0146 0.3765 0.2425 0.877
C -2.151 3.954 1.681 0.0011 -0.4782 -0.2714 -0.802
C -3.194 3.255 1.110 -0.1105 -0.0199 -0.0434 -0.140
N -2.663 2.182 0.514 0.1672 0.0206 -0.1194 -0.002
N -1.328 2.136 0.643 -0.0708 -0.0837 -0.1551 0.000
C -1.010 3.210 1.352 0.1889 -0.0742 0.0507 -0.212
H -4.253 3.439 1.072 -0.0173 0.0841 0.0514 0.126
H -3.107 1.484 -0.080 0.0225 -0.0115 -0.0242 0.121
H 0.021 3.398 1.606 -0.0026 0.0625 0.0432 0.105
```
Positions in Å, forces in eV/Å.

Energy above the lowest of the compared OMol25 structures with the same formula, charge and spin, eV: 0.750
HOMO energy, eV: -8.775

This record from the OMol25 dataset describes a cluster of 5 separate species, C44H60I2N9O in total in a non-equilibrium geometry. The level of theory is ωB97M-V/def2-TZVPD.

Geometry as XYZ:
```
116
Properties=species:S:1:pos:R:3:forces:R:3:lowdin_charge:R:1
C 2.097 6.091 -3.631 -0.9479 0.3748 0.3034 -0.072
C 0.565 6.140 -3.875 0.3863 -0.7952 0.2710 -0.228
C 0.129 4.849 -4.553 0.3140 0.5562 -0.2413 -0.183
O -1.278 4.855 -4.882 0.0149 0.1866 -0.1524 -0.070
N -2.039 5.004 -3.759 -0.3955 -0.2744 0.6874 0.057
C -2.722 3.946 -3.318 0.0475 -0.5734 -0.1474 -0.284
N -2.686 2.752 -3.877 0.3221 -0.9019 -0.7575 0.208
C -3.527 1.938 -3.209 0.3980 1.6979 0.4414 -0.241
C -3.821 0.548 -3.561 -0.2090 -0.5077 -0.3556 -0.649
I -4.369 -0.899 -2.116 0.2398 0.6829 -0.2373 1.087
C -3.729 0.168 -4.857 -0.1999 -0.1702 0.1456 -0.767
C -3.319 1.063 -5.993 0.7162 -0.5087 0.0554 -0.151
I -4.156 -1.816 -5.458 0.1598 0.5460 -0.0005 0.906
N -4.059 2.669 -2.214 -1.3773 -2.0121 1.1376 -0.017
C -5.042 2.389 -1.159 -0.2071 1.4900 0.8179 -0.132
C -4.489 2.604 0.264 -0.5058 -0.8674 -0.0636 -0.172
C -3.655 1.447 0.826 -0.0182 0.6411 0.2741 -0.214
C -3.885 1.200 2.333 0.4281 -0.8431 -0.4666 -0.195
C -2.600 0.787 3.075 -0.7933 -0.3779 0.3343 -0.204
C -2.915 -0.288 4.126 0.0109 0.7237 0.4449 -0.219
C -1.852 -0.392 5.220 0.0460 -0.1719 -0.1032 -0.211
C -0.485 -0.863 4.722 -0.0937 0.0682 -0.3121 -0.205
C -0.447 -2.303 4.197 -0.3398 0.3131 0.1055 -0.199
C -0.742 -3.375 5.255 0.3604 0.1900 -0.3326 -0.191
C 0.503 -3.889 5.988 -0.5771 -0.3672 -0.0041 -0.169
C 1.609 -4.393 5.059 0.3159 -0.1449 0.3096 -0.131
N 2.887 -3.730 5.267 0.5059 0.3689 -0.4354 -0.099
C 3.389 -3.186 6.407 -0.8451 0.1369 1.5397 -0.126
C 4.626 -2.656 6.220 0.1704 -0.3864 -1.3304 -0.105
C 4.919 -2.917 4.835 0.4757 0.5258 1.0803 -0.105
C 3.851 -3.571 4.319 0.2700 -0.0625 -1.1572 -0.124
N -3.555 3.915 -2.256 0.9850 1.0349 -0.9425 0.189
H 2.256 6.125 -2.557 0.3375 -0.1308 0.0435 0.073
H 2.502 5.166 -4.024 0.3786 0.0011 -0.0913 0.066
H 2.570 6.969 -4.057 0.2549 -0.1377 -0.1783 0.075
H 0.280 6.991 -4.488 -0.1128 0.0614 -0.0257 0.114
H 0.072 6.192 -2.904 -0.0989 0.3046 -0.0035 0.092
H 0.393 3.949 -3.996 -0.1602 0.0283 0.2346 0.130
H 0.638 4.793 -5.513 -0.2310 -0.1575 -0.2134 0.135
H -2.117 5.901 -3.309 0.1620 0.2169 -0.2907 0.165
H -3.156 0.469 -6.884 -0.3800 0.0966 -0.2278 0.047
H -2.351 1.484 -5.744 0.0326 0.1916 -0.0290 0.072
H -4.002 1.890 -6.164 -0.1723 -0.0346 -0.0404 0.096
H -5.825 3.146 -1.271 -0.0733 -0.0396 -0.3370 0.131
H -5.534 1.437 -1.276 0.3420 -0.2481 -0.2616 0.052
H -5.385 2.673 0.883 -0.0870 0.1447 -0.0087 0.117
H -3.992 3.570 0.356 0.1002 0.0327 0.0078 0.106
H -3.943 0.537 0.315 0.1609 -0.1036 -0.1991 0.018
H -2.597 1.624 0.632 0.0680 -0.0685 -0.0547 0.111
H -4.409 2.019 2.824 0.1742 0.1740 0.0506 0.113
H -4.544 0.331 2.402 -0.2989 0.1378 0.0131 0.109
H -1.877 0.361 2.382 0.2091 0.3796 -0.1286 0.106
H -2.216 1.665 3.594 0.4921 -0.0156 -0.1451 0.117
H -3.106 -1.256 3.661 -0.0079 -0.0155 -0.1238 0.110
H -3.846 0.022 4.610 -0.1094 -0.1741 0.0636 0.112
H -1.723 0.595 5.670 -0.0676 0.0472 0.0568 0.111
H -2.242 -1.040 6.005 0.1030 -0.0405 0.1236 0.099
H 0.278 -0.686 5.480 0.0316 -0.1341 0.1135 0.107
H -0.211 -0.216 3.885 0.1869 0.0859 0.0578 0.099
H 0.516 -2.448 3.708 0.0810 -0.1307 0.0609 0.099
H -1.187 -2.381 3.397 -0.0360 -0.0477 -0.0550 0.100
H -1.271 -4.210 4.793 0.0260 -0.0899 -0.0128 0.111
H -1.417 -2.941 5.990 -0.1377 -0.1677 0.0931 0.098
H 0.836 -3.114 6.672 0.2951 0.0623 -0.1024 0.097
H 0.187 -4.728 6.608 0.0014 0.0642 0.2063 0.111
H 1.788 -5.462 5.181 -0.2346 -0.1003 0.1328 0.125
H 1.322 -4.255 4.020 0.1028 0.0908 -0.0877 0.110
H 2.819 -3.197 7.320 -0.0795 -0.0510 0.0266 0.113
H 5.236 -2.143 6.938 0.0409 -0.0169 0.1612 0.090
H 5.810 -2.631 4.308 0.0850 -0.0443 -0.1337 0.091
H 3.788 -3.901 3.296 -0.5152 -0.2052 0.0189 0.115
H -3.765 4.663 -1.618 -0.3621 -0.2972 0.3048 0.185
N 4.698 2.060 -4.218 -0.0039 0.0317 -0.0685 0.049
C 5.466 2.464 -5.232 -0.1045 0.0811 0.0191 -0.156
C 6.459 1.685 -5.803 -0.0370 -0.0198 0.0140 -0.062
C 6.673 0.414 -5.292 0.0722 -0.0499 -0.0296 -0.067
C 5.886 -0.022 -4.242 0.1636 0.0948 0.1885 -0.086
C 4.914 0.837 -3.746 0.2290 0.1633 0.3699 -0.202
H 5.268 3.465 -5.598 0.0503 -0.0097 -0.0444 0.100
H 7.050 2.064 -6.625 -0.0107 0.0192 -0.0031 0.104
H 7.439 -0.226 -5.708 -0.0065 -0.0045 -0.0069 0.111
H 6.018 -1.007 -3.815 -0.0371 -0.0083 0.0009 0.112
H 4.273 0.535 -2.924 0.0393 -0.0893 -0.0001 0.109
N 3.309 -1.744 -6.510 -0.0946 0.0050 0.0602 0.070
C 2.319 -2.589 -6.784 0.1150 -0.0801 -0.0710 -0.152
C 1.052 -2.493 -6.230 -0.0739 0.0176 0.0282 -0.076
C 0.799 -1.461 -5.340 -0.0464 0.0203 0.0454 -0.089
C 1.817 -0.570 -5.040 0.0167 -0.1213 -0.0872 -0.064
C 3.050 -0.758 -5.653 -0.0923 0.0002 -0.2237 -0.146
H 2.561 -3.382 -7.483 -0.0643 -0.0200 0.0019 0.105
H 0.285 -3.209 -6.489 0.0112 -0.0122 -0.0157 0.100
H -0.182 -1.362 -4.888 0.0113 0.0190 0.0117 0.093
H 1.665 0.249 -4.349 0.0484 0.0172 -0.0129 0.097
H 3.879 -0.095 -5.456 -0.2717 -0.0120 -0.1671 0.060
N 2.749 1.311 4.946 0.0223 0.0852 0.1032 0.054
C 3.676 0.739 5.718 -0.0566 -0.0869 -0.1873 -0.142
C 4.212 1.340 6.847 -0.0462 0.0391 -0.0229 -0.065
C 3.766 2.604 7.195 0.0362 0.0286 0.0769 -0.081
C 2.806 3.215 6.405 -0.0063 -0.0173 -0.0083 -0.079
C 2.333 2.526 5.298 -0.0450 -0.0615 -0.0721 -0.168
H 3.997 -0.248 5.408 0.0216 -0.0144 0.0589 0.082
H 4.959 0.828 7.438 0.0014 -0.0247 -0.0178 0.101
H 4.161 3.107 8.069 -0.0006 0.0021 -0.0027 0.106
H 2.432 4.202 6.640 -0.0123 0.0012 -0.0139 0.099
H 1.578 2.965 4.653 -0.0013 0.0600 0.0347 0.096
N -5.142 -5.078 -0.731 0.0578 -0.0064 -0.0120 0.057
C -4.978 -6.390 -0.578 -0.1132 -0.0016 0.0333 -0.147
C -3.794 -7.055 -0.862 0.0062 0.0623 -0.0143 -0.065
C -2.722 -6.316 -1.334 0.0517 -0.0498 -0.0126 -0.075
C -2.875 -4.949 -1.501 0.0133 0.0306 -0.0133 -0.070
C -4.101 -4.387 -1.184 -0.1015 0.0070 0.0684 -0.195
H -5.844 -6.929 -0.210 0.0327 -0.0544 0.0011 0.106
H -3.716 -8.123 -0.717 -0.0234 -0.0042 0.0053 0.105
H -1.781 -6.798 -1.569 -0.0002 -0.0002 0.0005 0.108
H -2.064 -4.334 -1.868 -0.0104 0.0153 0.0048 0.101
H -4.265 -3.319 -1.296 0.1011 -0.2932 0.0526 -0.049
```
Positions in Å, forces in eV/Å.

Charge: +1
HOMO energy, eV: -9.438

Number 1: total energy -3376.85579 Eh. Number 2: total energy -2875.65435 Eh.